[1]
Entry from the OMol25 dataset: a molecular structure, C2H3BrClF (ωB97M-V/def2-TZVPD).

Calculated values
Gap between HOMO and LUMO, eV: 10.83
Charge: 0
HOMO energy, eV: -10.29

Geometry (Å):
Br  2.979  0.757  0.155
Cl  2.113  -2.035  0.494
F  1.794  -0.785  -1.749
C  0.193  0.029  -0.066
C  1.580  -0.614  -0.415
H  -0.232  0.354  -1.029
H  -0.317  -0.737  0.520
H  0.314  0.985  0.547


[2]
Entry from the OMol25 dataset: C2H4N2S2 in the gas phase (ωB97M-V/def2-TZVPD).

Calculated values
Gap between HOMO and LUMO, eV: 9.01
Charge: 0
SMILES string: S=CNNC=S
HOMO energy, eV: -8.83

Geometry (Å):
S  -2.008  -1.603  -0.025
S  2.944  -1.126  -0.042
N  0.627  0.110  -0.507
N  -0.576  0.675  -0.057
C  1.597  -0.210  0.354
C  -1.701  -0.013  0.103
H  0.645  -0.506  -1.310
H  -0.619  1.653  -0.210
H  -2.439  0.730  0.383
H  1.530  0.291  1.312


[3]
Entry from the OMol25 dataset: a molecular structure, C23H38Cl2N7O6P2V (ωB97M-V/def2-TZVPD).

Calculated values
Gap between HOMO and LUMO (spin up / spin down), eV: 8.24 / 9.01
Charge: +2
HOMO energy (spin up / spin down), eV: -14.16 / -14.20
Multiplicity: 3

Geometry (Å):
V  -0.972  -0.246  -0.684
Cl  -1.894  -5.625  -0.565
Cl  -2.238  -3.540  -2.564
P  1.936  -1.181  0.048
P  0.418  0.147  2.144
O  -0.804  0.196  1.252
O  1.447  -0.951  1.572
O  -1.037  -2.104  -0.364
O  1.054  -0.407  -0.899
O  -1.993  -3.208  1.318
O  -1.345  -0.344  -2.709
N  -3.096  -0.157  -0.791
N  -1.369  4.032  -0.826
N  1.254  1.539  2.131
N  3.447  -0.595  -0.062
N  1.853  -2.789  -0.077
N  -0.019  -0.286  3.635
N  -0.878  1.891  -1.035
C  0.801  0.052  4.800
C  0.973  2.198  -2.748
C  1.634  -3.764  0.988
C  2.699  1.648  2.336
C  -1.795  -3.031  0.143
C  -5.830  -0.036  -1.120
C  -4.992  -0.022  -2.221
C  2.183  -3.358  -1.385
C  -1.652  2.776  -0.445
C  -2.477  -3.990  -0.862
C  3.864  0.422  -1.025
C  -2.678  -0.115  -3.192
C  1.638  3.172  -3.463
C  0.338  4.962  -2.461
C  -0.332  3.976  -1.744
C  -0.027  2.617  -1.870
C  1.327  4.534  -3.319
C  4.531  -1.386  0.531
C  0.520  2.786  2.347
C  -3.624  -0.098  -2.019
C  -3.909  -0.185  0.277
C  -0.942  -1.408  3.852
C  -5.280  -0.128  0.153
H  -2.711  0.839  -3.723
H  -5.391  0.031  -3.225
H  0.681  3.169  3.357
H  -3.548  -3.977  -0.683
H  -0.396  -2.294  4.183
H  0.142  0.215  5.652
H  -0.547  2.623  2.204
H  5.025  -2.017  -0.212
H  0.868  -4.473  0.670
H  0.095  6.011  -2.356
H  4.148  -2.021  1.330
H  1.875  5.262  -3.901
H  2.918  2.081  3.314
H  -2.962  -0.916  -3.875
H  -0.775  -0.730  -3.383
H  -2.427  2.541  0.267
H  4.297  -0.030  -1.920
H  -1.657  -1.131  4.626
H  1.362  0.966  4.623
H  -3.420  -0.259  1.241
H  0.863  3.537  1.632
H  3.014  1.038  -1.304
H  5.272  -0.713  0.961
H  -5.906  -0.158  1.033
H  1.289  -3.275  1.893
H  1.220  1.150  -2.850
H  3.123  -3.913  -1.349
H  -1.848  4.860  -0.511
H  -6.903  0.014  -1.251
H  2.269  -2.570  -2.133
H  -1.471  -1.661  2.936
H  3.173  0.673  2.272
H  2.419  2.887  -4.155
H  4.620  1.057  -0.561
H  1.385  -4.035  -1.695
H  2.552  -4.316  1.201
H  1.496  -0.753  5.049
H  3.125  2.296  1.568


[4]
Entry from the OMol25 dataset: a gas-phase ion, C19H24N3 (charge +1) (ωB97M-V/def2-TZVPD).

Calculated values
Gap between HOMO and LUMO, eV: 8.73
Charge: +1
SMILES string: Cc1ccc([C@H](c2c(C)[nH]c3ccccc23)[N+](C)(C)N)cc1
HOMO energy, eV: -11.07

Geometry (Å):
N  0.141  1.735  1.642
N  3.328  -0.008  -1.001
N  -0.894  2.606  2.129
C  0.040  1.205  0.049
C  0.633  -2.184  -0.040
C  2.394  0.983  -0.811
C  -1.204  0.416  -0.417
C  -3.563  -0.981  -1.110
C  -2.371  -1.294  -1.757
C  1.255  0.426  -0.348
C  -3.582  0.058  -0.184
C  0.092  0.556  2.559
C  -1.207  -0.579  -1.399
C  1.153  -3.467  -0.206
C  -4.870  -1.732  -1.289
C  -2.419  0.768  0.142
C  3.290  -2.515  -0.994
C  1.377  2.552  1.904
C  2.489  -3.625  -0.694
C  2.678  2.408  -1.056
C  1.404  -1.028  -0.355
C  2.739  -1.255  -0.799
H  -0.385  -2.063  0.298
H  4.303  0.127  -1.193
H  -1.767  2.116  2.120
H  1.371  3.403  1.247
H  1.361  2.904  2.941
H  -4.531  0.274  0.318
H  3.349  2.581  -1.896
H  2.881  -4.642  -0.791
H  0.943  -0.114  2.384
H  -2.523  1.604  0.844
H  -2.296  -2.089  -2.507
H  0.062  0.934  3.603
H  -4.766  -2.792  -1.066
H  -5.547  -1.309  -0.544
H  2.281  1.998  1.694
H  -0.963  3.377  1.496
H  -0.834  -0.007  2.346
H  -0.282  -0.867  -1.908
H  4.321  -2.594  -1.352
H  1.738  2.940  -1.275
H  0.551  -4.347  0.012
H  0.026  2.266  -0.284
H  -5.295  -1.634  -2.291
H  3.099  2.891  -0.161


[5]
Entry from the OMol25 dataset: C2H4F2O in the gas phase (ωB97M-V/def2-TZVPD).

Calculated values
Gap between HOMO and LUMO, eV: 13.26
Charge: 0
SMILES string: CC(O)(F)F
HOMO energy, eV: -12.43

Geometry (Å):
F  0.615  -1.116  -0.972
F  -0.641  0.647  -1.492
O  1.221  0.846  -0.203
C  0.168  0.087  -0.502
C  -0.708  -0.283  0.700
H  1.970  0.748  -0.754
H  -0.031  -0.380  1.529
H  -1.353  -1.059  0.520
H  -1.240  0.510  1.175


[6]
Entry from the OMol25 dataset: a gas-phase ion, C40H49N4 (charge +1) (ωB97M-V/def2-TZVPD).

Calculated values
Gap between HOMO and LUMO, eV: 5.26
Charge: +1
HOMO energy, eV: -10.25

Geometry (Å):
N  -5.992  1.252  4.541
N  5.752  -0.405  2.232
N  1.427  0.230  -2.288
N  -0.825  0.241  -2.172
C  3.907  -1.545  1.027
C  -0.510  0.706  -3.520
C  -2.606  0.756  3.016
C  2.203  -2.563  -2.774
C  4.409  -0.488  1.829
C  3.723  0.908  -2.178
C  -2.540  2.412  -1.625
C  -4.929  -0.524  -1.799
C  -0.580  -0.053  0.857
C  -4.412  0.766  -1.604
C  4.523  -1.766  -2.292
C  5.463  -0.769  -2.007
C  -2.913  -0.006  1.853
C  2.774  -0.136  -2.252
C  3.496  0.536  2.161
C  3.174  -1.473  -2.433
C  2.653  -1.459  0.432
C  -2.712  -1.323  -2.427
C  6.518  0.783  1.892
C  -4.076  -1.531  -2.266
C  2.230  0.584  1.590
C  -6.380  -0.780  -1.498
C  0.987  0.736  -3.580
C  -4.237  -0.530  1.786
C  -6.583  2.568  4.304
C  -1.948  -0.320  0.806
C  -5.229  -0.130  2.645
C  3.309  2.336  -2.292
C  -6.244  0.810  5.904
C  -3.589  1.097  3.935
C  6.263  -1.020  3.444
C  5.051  0.574  -1.998
C  -3.063  1.023  -1.769
C  0.336  -0.335  -1.486
C  -1.869  -2.381  -3.073
C  6.883  -1.122  -1.676
C  -4.950  0.731  3.746
C  1.830  -0.330  0.594
C  0.497  -0.142  -0.059
C  -2.194  -0.065  -2.044
H  4.523  -2.422  0.855
H  -3.339  1.722  4.797
H  -6.160  3.328  4.985
H  1.285  -2.544  -2.168
H  0.339  -1.414  -1.536
H  -4.493  -2.512  -2.522
H  2.315  2.502  -1.869
H  1.384  0.072  -4.365
H  7.581  0.535  2.017
H  -5.874  -0.207  6.072
H  -6.264  -0.446  2.472
H  -5.080  1.580  -1.312
H  7.279  -1.880  -2.363
H  1.346  1.762  -3.734
H  -4.459  -1.272  1.013
H  5.793  1.371  -1.854
H  -2.366  -0.980  0.025
H  -2.505  -3.258  -3.260
H  7.508  -0.224  -1.732
H  2.677  -3.539  -2.596
H  -0.924  -0.034  -4.224
H  -6.430  2.882  3.266
H  4.019  2.978  -1.759
H  7.353  -1.133  3.347
H  5.818  -2.003  3.627
H  6.341  1.098  0.853
H  -0.962  1.694  -3.718
H  -1.477  2.459  -1.865
H  -2.663  2.781  -0.598
H  3.720  1.266  2.937
H  6.280  1.624  2.566
H  -6.655  -1.812  -1.745
H  6.086  -0.375  4.323
H  -3.077  3.097  -2.297
H  -0.203  0.271  1.839
H  1.473  1.296  1.938
H  3.304  2.675  -3.339
H  1.903  -2.539  -3.835
H  -6.579  -0.610  -0.431
H  -1.572  1.065  3.172
H  -1.036  -2.720  -2.443
H  -5.774  1.495  6.629
H  -7.664  2.525  4.513
H  6.953  -1.525  -0.655
H  -7.332  0.835  6.069
H  -1.472  -2.080  -4.055
H  4.843  -2.813  -2.369
H  2.236  -2.323  -0.090
H  -7.028  -0.096  -2.062


For each record above, in turn, the calculated strongest force on any atom values are 2.54 2.30 0.41 1.81 3.73 2.98 eV/Å.